No. 1
CH2F3NO3RuS as an isolated structure in a non-equilibrium geometry, computed with wB97M-V/def2-TZVPD.

Calculated values
- HOMO level (alpha / beta) (eV) = -7.66 / -10.44
- lowest unoccupied orbital energy (alpha / beta) (eV) = -0.16 / -2.92
- multiplicity = 7
- gap between HOMO and LUMO (alpha / beta) (hartree) = 0.27543 / 0.27617
- energy above the lowest of the compared OMol25 structures with the same formula, charge and spin (kcal/mol) = 25.3
- max |F| (eV/Å) = 4.37

Cartesian coordinates (Å):
1 Ru 2.243 0.749 -0.589
2 N 0.631 0.565 1.223
3 S -0.349 1.127 0.219
4 O -1.224 2.282 0.528
5 O 0.296 1.215 -1.168
6 C -1.636 -0.191 -0.140
7 F -2.418 -0.366 0.926
8 F -1.042 -1.361 -0.401
9 F -2.409 0.124 -1.177
10 O 2.032 -1.182 -0.068
11 H 2.726 -1.842 -0.109
12 H 1.150 -1.121 0.755

Results of the Mulliken charge analysis, in e, for atoms 1 through 5: Ru 0.640; N -0.967; S 1.429; O -0.588; O -0.655

=====

No. 2
One molecule with the formula C20H23FN4O4S in a non-equilibrium geometry, computed with wB97M-V/def2-TZVPD.

Calculated values
- HOMO level (eV) = -8.66
- SMILES = O=C(CN(C(=O)CCC(=O)Nc1nccs1)c1ccc(F)cc1)NC[C@H]1CCCO1
- lowest unoccupied orbital energy (eV) = 0.57
- gap between HOMO and LUMO (hartree) = 0.33919
- energy above the lowest of the compared OMol25 structures with the same formula, charge and spin (kcal/mol) = 0.0
- max |F| (eV/Å) = 1.09

Cartesian coordinates (Å):
1 O 0.609 2.710 1.757
2 C 0.288 2.099 0.759
3 C 1.170 2.068 -0.504
4 N 1.663 0.741 -0.847
5 C 0.869 -0.089 -1.558
6 O -0.292 0.210 -1.809
7 C 1.473 -1.362 -2.107
8 C 0.808 -2.599 -1.481
9 C -0.693 -2.510 -1.642
10 O -1.265 -2.682 -2.690
11 N -1.440 -2.267 -0.507
12 C -1.085 -2.073 0.794
13 N 0.089 -1.821 1.266
14 C 0.075 -1.715 2.620
15 C -1.130 -1.896 3.209
16 S -2.339 -2.218 2.020
17 C 2.948 0.391 -0.360
18 C 4.070 1.092 -0.789
19 C 5.320 0.768 -0.297
20 C 5.429 -0.260 0.624
21 F 6.647 -0.581 1.102
22 C 4.325 -0.966 1.066
23 C 3.077 -0.632 0.572
24 N -0.865 1.437 0.606
25 C -1.895 1.387 1.612
26 C -3.262 1.201 0.944
27 C -3.628 2.351 -0.003
28 C -4.370 1.639 -1.130
29 C -3.635 0.302 -1.180
30 O -3.273 0.007 0.166
31 H 2.022 2.726 -0.330
32 H 0.577 2.440 -1.346
33 H 1.252 -1.366 -3.178
34 H 2.551 -1.398 -1.959
35 H 1.145 -3.483 -2.025
36 H 1.075 -2.685 -0.432
37 H -2.436 -2.197 -0.683
38 H 0.995 -1.488 3.128
39 H -1.380 -1.853 4.248
40 H 3.967 1.884 -1.515
41 H 6.204 1.296 -0.618
42 H 4.448 -1.756 1.789
43 H 2.192 -1.152 0.904
44 H -1.017 0.906 -0.248
45 H -1.872 2.320 2.182
46 H -1.714 0.560 2.309
47 H -4.018 1.087 1.735
48 H -4.229 3.109 0.493
49 H -2.717 2.815 -0.385
50 H -4.323 2.171 -2.077
51 H -5.415 1.484 -0.858
52 H -4.259 -0.516 -1.546
53 H -2.733 0.367 -1.802

Results of the Mulliken charge analysis, in e, for atoms 1 through 5: O -0.726; C 0.625; C -1.034; N 0.513; C 0.236

=====

No. 3
A 2-piece molecular cluster, C2H4F2O overall in a non-equilibrium geometry, computed with wB97M-V/def2-TZVPD.

Calculated values
- HOMO level (alpha / beta) (eV) = -8.80 / -8.70
- lowest unoccupied orbital energy (alpha / beta) (eV) = 0.09 / 0.24
- gap between HOMO and LUMO (alpha / beta) (hartree) = 0.32670 / 0.32835
- energy above the lowest of the compared OMol25 structures with the same formula, charge and spin (kcal/mol) = 96.8
- max |F| (eV/Å) = 1.53

Cartesian coordinates (Å):
1 C -1.924 -0.345 0.150
2 C 1.331 -0.025 -0.474
3 O 1.098 1.029 0.275
4 F 1.769 0.214 -1.730
5 F 2.027 -0.975 0.148
6 H -1.664 0.004 -0.813
7 H -2.287 -1.313 0.387
8 H -1.959 0.320 0.985
9 H 1.608 1.091 1.072

Results of the Mulliken charge analysis, in e, for atoms 1 through 5: C -0.939; C 0.477; O -0.372; F -0.198; F -0.226

=====

No. 4
An isolated ion of composition C9H12NOS and charge +1 in a non-equilibrium geometry, computed with wB97M-V/def2-TZVPD.

Calculated values
- HOMO level (alpha / beta) (eV) = -9.16 / -13.38
- lowest unoccupied orbital energy (alpha / beta) (eV) = -2.99 / -6.86
- total charge = +1
- multiplicity = 3
- gap between HOMO and LUMO (alpha / beta) (hartree) = 0.22685 / 0.23929
- energy above the lowest of the compared OMol25 structures with the same formula, charge and spin (kcal/mol) = 32.1
- max |F| (eV/Å) = 4.97

Cartesian coordinates (Å):
1 C 3.776 0.010 -0.167
2 C 3.299 1.335 -0.064
3 C 2.878 -1.020 -0.284
4 C 1.939 1.538 0.188
5 C 1.555 -0.745 -0.213
6 C 0.973 0.511 0.050
7 C -2.025 -0.607 0.649
8 C -2.366 -0.507 -0.837
9 C -1.708 0.808 1.095
10 N -1.626 0.641 -1.329
11 O 0.710 -1.859 -0.305
12 S -0.673 1.526 -0.325
13 H 4.831 -0.190 -0.235
14 H 3.952 2.145 0.213
15 H 2.966 -2.029 -0.324
16 H 1.562 2.481 0.416
17 H 1.189 -2.642 -0.633
18 H -2.855 -0.820 1.253
19 H -1.215 -1.326 0.822
20 H -1.982 -1.465 -1.312
21 H -3.484 -0.298 -0.964
22 H -2.732 1.269 1.385
23 H -1.043 0.924 1.952
24 H -1.778 0.862 -2.292

Results of the Mulliken charge analysis, in e, for atoms 1 through 5: C -0.509; C -0.746; C -0.675; C -0.459; C 1.011

=====

No. 5
An isolated ion of composition C7H14NO and charge +1 in a non-equilibrium geometry, computed with wB97M-V/def2-TZVPD.

Calculated values
- HOMO level (eV) = -14.51
- SMILES = CC(=O)[C@]1(C)[NH2+]C1(C)C
- lowest unoccupied orbital energy (eV) = -3.07
- total charge = +1
- gap between HOMO and LUMO (hartree) = 0.42055
- energy above the lowest of the compared OMol25 structures with the same formula, charge and spin (kcal/mol) = 59.5
- max |F| (eV/Å) = 6.10

Cartesian coordinates (Å):
1 C 2.789 -0.179 0.588
2 C 1.822 0.477 -0.347
3 O 1.962 1.434 -1.063
4 C 0.401 -0.196 -0.539
5 C 0.599 -1.831 -0.716
6 N -0.430 0.575 -1.451
7 C -0.816 0.470 -0.009
8 C -2.120 -0.139 0.336
9 C -0.559 1.627 0.926
10 H 2.854 -1.240 0.282
11 H 2.400 -0.082 1.626
12 H 3.723 0.237 0.235
13 H -0.117 -2.323 -1.279
14 H 0.591 -2.288 0.259
15 H 1.523 -1.917 -1.156
16 H 0.127 1.361 -1.778
17 H -1.056 0.224 -2.113
18 H -2.841 0.695 0.649
19 H -1.883 -0.879 1.089
20 H -2.631 -0.647 -0.449
21 H -0.271 1.280 1.831
22 H -1.412 2.410 1.078
23 H 0.314 2.383 0.658

Results of the Mulliken charge analysis, in e, for atoms 1 through 5: C -1.147; C 0.589; O -0.553; C 0.896; C -1.872

=====

No. 6
One molecule with the formula C4H4N2 in a non-equilibrium geometry, computed with wB97M-V/def2-TZVPD.

Calculated values
- HOMO level (eV) = -8.73
- SMILES = C#CC(N)=C=N
- lowest unoccupied orbital energy (eV) = 0.65
- gap between HOMO and LUMO (hartree) = 0.34450
- energy above the lowest of the compared OMol25 structures with the same formula, charge and spin (kcal/mol) = 86.1
- max |F| (eV/Å) = 1.92

Cartesian coordinates (Å):
1 C -1.571 1.174 -1.296
2 C -0.754 0.604 -0.621
3 C 0.205 -0.167 0.095
4 N 1.275 -0.879 -0.527
5 C -0.014 -0.431 1.363
6 N -0.038 -0.452 2.589
7 H -2.298 1.658 -1.902
8 H 0.851 -1.646 -1.036
9 H 1.746 -0.284 -1.201
10 H 0.588 0.380 2.576

Results of the Mulliken charge analysis, in e, for atoms 1 through 5: C 0.185; C -0.340; C -0.500; N -0.529; C 0.500

=====

No. 7
A 8-piece molecular cluster, C27H52B3ClO10 overall in a non-equilibrium geometry, computed with wB97M-V/def2-TZVPD.

Calculated values
- HOMO level (eV) = -8.81
- SMILES = C#CCB1OBOB(C[C@H](C)Cl)O1.CC(C)=O.CC(C)=O.CC(C)=O.CC(C)=O.CC(C)=O.CC(C)=O.CC(C)=O
- lowest unoccupied orbital energy (eV) = 0.44
- gap between HOMO and LUMO (hartree) = 0.34000
- max |F| (eV/Å) = 6.85

Cartesian coordinates (Å):
1 C -4.732 4.959 -2.478
2 C -5.275 4.971 -1.267
3 C -5.836 5.457 0.188
4 B -4.531 5.910 1.092
5 O -3.470 6.791 0.582
6 B -2.571 6.946 1.737
7 O -1.994 5.805 2.467
8 B -3.061 4.822 2.503
9 C -2.895 3.210 2.658
10 C -2.150 2.472 1.426
11 C -1.119 3.389 0.594
12 Cl -3.395 1.597 0.349
13 O -4.436 5.365 2.435
14 H -4.153 5.009 -3.480
15 H -6.310 4.540 0.701
16 H -6.580 6.338 0.065
17 H -2.378 8.076 2.074
18 H -2.405 2.962 3.669
19 H -3.971 2.759 2.707
20 H -1.512 1.616 1.899
21 H -0.291 3.805 1.300
22 H -1.623 4.204 -0.046
23 H -0.574 2.677 -0.152
24 C -3.058 -3.318 -2.417
25 C -3.493 -1.884 -2.563
26 C -3.342 -0.988 -1.363
27 O -3.951 -1.464 -3.614
28 H -3.225 -3.845 -3.361
29 H -1.994 -3.361 -2.176
30 H -3.643 -3.805 -1.637
31 H -2.290 -0.928 -1.075
32 H -3.940 -1.374 -0.534
33 H -3.695 0.014 -1.613
34 C 0.644 4.978 3.789
35 C 1.069 3.582 4.157
36 C 1.407 3.317 5.600
37 O 1.137 2.698 3.318
38 H 0.432 5.021 2.719
39 H -0.262 5.246 4.337
40 H 1.447 5.683 4.016
41 H 0.535 3.512 6.228
42 H 2.244 3.948 5.908
43 H 1.697 2.269 5.718
44 C -2.760 -7.180 0.843
45 C -2.439 -6.203 -0.257
46 C -1.776 -6.746 -1.494
47 O -2.707 -5.017 -0.149
48 H -3.235 -6.649 1.672
49 H -3.450 -7.942 0.474
50 H -1.840 -7.645 1.206
51 H -2.423 -7.489 -1.967
52 H -0.813 -7.192 -1.233
53 H -1.604 -5.930 -2.201
54 C 3.399 -8.398 0.096
55 C 2.157 -7.896 -0.589
56 C 2.334 -7.147 -1.884
57 O 1.048 -8.088 -0.114
58 H 3.120 -8.918 1.016
59 H 3.926 -9.099 -0.555
60 H 4.047 -7.558 0.352
61 H 2.813 -7.792 -2.623
62 H 2.935 -6.251 -1.715
63 H 1.355 -6.845 -2.265
64 C 1.127 8.661 -1.815
65 C 0.024 8.567 -0.796
66 C -1.318 9.138 -1.171
67 O 0.210 8.047 0.293
68 H 2.034 8.211 -1.409
69 H 0.843 8.121 -2.721
70 H 1.330 9.709 -2.046
71 H -1.711 8.619 -2.048
72 H -1.224 10.207 -1.374
73 H -2.016 8.999 -0.341
74 C 1.598 5.421 -1.266
75 C 2.537 4.997 -2.363
76 C 2.332 3.632 -2.964
77 O 3.431 5.732 -2.751
78 H 1.864 6.423 -0.929
79 H 0.572 5.439 -1.642
80 H 1.681 4.734 -0.421
81 H 1.339 3.570 -3.415
82 H 2.447 2.866 -2.194
83 H 3.081 3.462 -3.742
84 C 6.871 -11.539 1.145
85 C 7.192 -10.563 0.045
86 C 7.857 -11.107 -1.192
87 O 6.925 -9.378 0.151
88 H 6.395 -11.008 1.973
89 H 6.180 -12.301 0.776
90 H 7.789 -12.004 1.510
91 H 7.210 -11.850 -1.665
92 H 8.819 -11.553 -0.932
93 H 8.029 -10.291 -1.899

Results of the Mulliken charge analysis, in e, for atoms 1 through 5: C -0.372; C -0.151; C -0.232; B 0.091; O -0.348

=====

No. 8
C2H6N2O2 as an isolated structure in a non-equilibrium geometry, computed with wB97M-V/def2-TZVPD.

Calculated values
- HOMO level (eV) = -8.79
- lowest unoccupied orbital energy (eV) = 0.45
- gap between HOMO and LUMO (hartree) = 0.33938
- energy above the lowest of the compared OMol25 structures with the same formula, charge and spin (kcal/mol) = 132.4
- max |F| (eV/Å) = 4.76

Cartesian coordinates (Å):
1 C -0.077 0.647 0.038
2 N -0.556 -0.265 0.929
3 C 1.335 -1.231 -1.148
4 O -1.739 0.904 1.486
5 O -0.767 0.813 -1.093
6 N 1.369 -0.553 -0.099
7 H -1.350 1.361 2.248
8 H -1.477 0.152 -1.113
9 H 0.055 -0.341 1.737
10 H 0.484 1.539 0.319
11 H 0.495 -1.246 -1.854
12 H 2.230 -1.780 -1.450

Results of the Mulliken charge analysis, in e, for atoms 1 through 5: C 0.364; N -0.437; C -0.215; O -0.546; O -0.447

=====

Which of these has the highest max |F|?
C27H52B3ClO10

=====

Which of these has the lowest max |F|?
C20H23FN4O4S